No. 1
A cluster of 2 separate species, C3H7ClNO3P in total, computed with ωB97M-V/def2-TZVPD.

The geometry in XYZ format:
```
16
Properties=species:S:1:pos:R:3:mulliken_charge:R:1
C -0.3222 -0.5317 -1.3338 -0.98
C -1.0808 -0.9456 0.7893 -0.94
C 0.5495 0.6137 0.5483 -0.34
N 0.0319 -0.5464 0.0569 0.13
O 3.1006 1.8599 -0.1663 -0.81
O 2.7044 -0.6130 -0.6204 -0.71
O 1.6381 0.4796 1.5639 -0.53
P 2.2577 0.6759 -0.0126 0.71
Cl -3.0672 2.5503 0.1804 -0.97
H -0.8450 -1.4897 -1.5591 0.34
H -0.9837 0.3145 -1.6899 0.25
H 0.6152 -0.4742 -1.8404 0.34
H -1.5986 -1.9204 0.6053 0.29
H -0.9504 -1.0823 1.9108 0.30
H -2.0253 -0.2698 0.7444 0.29
H -0.0242 1.3793 0.8231 0.63
```

Values from the calculation:
LUMO level   6.4 eV
Total charge   -2
HOMO-LUMO gap   0.28703 Eh
Energy relative to the best compared isomer or geometry (same formula, charge and spin)   35.9 kcal/mol

No. 2
A cluster of 4 separate species, C24H49B2FN2O10 in total, computed with ωB97M-V/def2-TZVPD.

The geometry in XYZ format:
```
88
Properties=species:S:1:pos:R:3:mulliken_charge:R:1
C -3.1134 -5.1044 0.8659 -1.06
C -2.6475 -4.2955 2.1523 -0.08
O -1.3089 -3.8292 1.9446 -0.30
C -0.8233 -3.1327 3.1306 -0.29
C -1.0005 -1.5596 2.8538 -0.16
C 0.3491 -0.8731 2.3879 -0.52
C 0.2290 0.6778 2.0881 -0.92
C -0.9501 1.1104 1.1206 -0.53
C -0.6920 0.9019 -0.4194 1.75
F -2.0493 0.9669 -0.9449 -0.45
C -0.2862 -0.5810 -0.9272 -0.68
O -0.6549 -1.6637 -0.5067 -0.58
N 0.5923 -0.3255 -2.0614 -0.29
C 1.3737 0.8971 -1.7555 -0.04
C 2.4822 0.4452 -0.7296 -0.54
B 3.4809 -0.6271 -1.4572 0.54
O 3.3894 -1.0005 -2.8352 -0.55
O 4.5507 -1.2081 -0.6931 -0.55
C 0.2094 1.9130 -1.2632 0.22
O -0.5344 2.1005 -2.4881 -0.25
C -1.0824 3.4158 -2.6171 -0.25
C -2.1698 3.3432 -3.7932 0.21
C -2.9254 1.9551 -3.8436 -1.14
O -1.4425 3.5063 -5.0370 -0.53
B 0.9513 3.1741 -0.5612 0.60
N 0.4067 4.0303 0.5412 -0.76
O 2.2464 3.5643 -1.0610 -0.58
H -4.1369 -4.7842 0.4903 0.30
H -3.1849 -6.2162 1.0419 0.29
H -2.3637 -4.9357 0.0306 0.24
H -2.7240 -4.9911 3.0421 0.32
H -3.3705 -3.4254 2.2783 0.15
H -1.3659 -3.4741 4.0564 0.39
H 0.2823 -3.3424 3.1755 -0.17
H -1.4582 -1.0288 3.7495 0.22
H -1.7737 -1.5041 2.0219 0.10
H 1.0597 -0.9680 3.2762 0.53
H 0.8557 -1.4635 1.5596 0.07
H 0.0138 1.1758 3.0902 0.44
H 1.2449 1.0692 1.7742 0.22
H -1.2082 2.1827 1.3931 0.38
H -1.9000 0.5210 1.3663 0.19
H 0.0818 -0.3606 -2.9469 0.44
H 1.7586 1.2862 -2.7370 0.44
H 3.1649 1.2786 -0.3754 0.03
H 2.0967 -0.0733 0.1934 -0.24
H 3.0420 -1.9197 -2.8552 0.27
H 4.9601 -0.5065 -0.1430 0.31
H -1.6755 3.7509 -1.7030 0.12
H -0.3372 4.1971 -2.9599 0.14
H -2.9525 4.1405 -3.6222 0.25
H -3.5282 1.7382 -2.9076 0.20
H -3.6936 1.9913 -4.6866 0.46
H -2.2473 1.0851 -4.0848 0.25
H -2.0679 3.1718 -5.7150 0.34
H 0.4990 3.5324 1.4432 0.37
H -0.6154 4.0394 0.3705 0.34
H 2.8952 3.5591 -0.3249 0.26
C -4.5638 2.6860 1.8254 -0.97
C -4.1919 1.8404 3.0159 0.89
O -3.6043 0.7864 2.8810 -0.48
C -4.5775 2.3546 4.3784 -1.25
H -4.2243 2.1938 0.9121 0.10
H -5.6480 2.8052 1.7775 0.44
H -4.0817 3.6633 1.8978 0.29
H -5.6624 2.4592 4.4433 0.35
H -4.0960 3.3171 4.5632 0.34
H -4.2476 1.6457 5.1392 0.32
C 2.6420 -5.5256 2.6340 -0.75
C 2.5934 -5.5996 4.1383 0.87
O 2.0030 -4.7648 4.7935 -0.54
C 3.3068 -6.7518 4.7972 -1.18
H 2.0880 -4.6488 2.2960 0.01
H 3.6775 -5.4368 2.2990 0.36
H 2.1832 -6.4173 2.2024 0.30
H 4.3713 -6.7167 4.5571 0.33
H 2.8770 -7.6973 4.4604 0.32
H 3.1889 -6.6789 5.8793 0.31
C 2.5648 3.6286 -5.4868 -0.88
C 3.9701 3.1164 -5.6726 0.69
O 4.6914 3.5505 -6.5479 -0.59
C 4.4428 2.0432 -4.7270 -0.85
H 2.3579 4.3962 -6.2337 0.38
H 1.8500 2.8130 -5.6151 0.26
H 2.4575 4.0680 -4.4926 0.18
H 3.8133 1.1557 -4.8215 0.25
H 4.4175 2.4152 -3.7001 0.18
H 5.4698 1.7716 -4.9757 0.37
```

Values from the calculation:
LUMO level   0.1 eV
SMILES string   CCOCCCCC[C@]1(F)C(=O)N[C@H](CB(O)O)[C@]1(OC[C@H](C)O)B(N)O.CC(C)=O.CC(C)=O.CC(C)=O
HOMO-LUMO gap   0.33680 Eh